DFT (ωB97M-V/def2-TZVPD) results for one molecule with the formula C19H18N4O3S3 at a distorted geometry.

Calculated values
frontier orbital gap: 0.293 Ha
structure (SMILES): CCOc1ccc(-n2c(SCC(=O)Nc3nccs3)nc3c(c2=O)SCC3)cc1
total energy: -64604.41485 eV
LUMO: 0.014 Eh

Last column: Mulliken charge in e.
Geometry (Å):
C (-6.297, -1.588, -0.121)  -1.04
C (-5.953, -0.285, 0.593)  -0.41
O (-4.903, 0.422, -0.042)  -0.47
C (-3.623, -0.002, 0.088)  0.82
C (-2.684, 0.686, -0.686)  -0.61
C (-1.349, 0.357, -0.631)  0.31
C (-0.926, -0.660, 0.217)  -1.69
N (0.457, -1.006, 0.264)  0.49
C (1.351, -0.149, 0.807)  0.68
S (0.735, 1.322, 1.526)  -0.01
C (2.315, 2.066, 2.051)  -0.96
C (3.457, 1.947, 1.059)  0.41
O (4.579, 1.687, 1.413)  -0.63
N (3.198, 2.253, -0.257)  0.08
C (2.057, 2.714, -0.864)  0.41
N (1.648, 2.281, -2.005)  -0.56
C (0.560, 2.960, -2.444)  -0.70
C (0.123, 3.951, -1.628)  -0.12
S (1.127, 4.076, -0.235)  -0.11
N (2.630, -0.339, 0.843)  -0.27
C (3.101, -1.474, 0.295)  -0.28
C (2.282, -2.409, -0.270)  0.59
C (0.853, -2.240, -0.316)  0.32
O (0.027, -2.995, -0.773)  -0.66
S (3.122, -3.796, -0.916)  -0.19
C (4.752, -2.959, -0.677)  -0.58
C (4.556, -1.819, 0.318)  -0.51
C (-1.844, -1.353, 0.985)  -0.72
C (-3.187, -1.029, 0.923)  -0.33
H (-5.448, -2.268, -0.123)  0.35
H (-7.134, -2.069, 0.377)  0.35
H (-6.570, -1.382, -1.153)  0.31
H (-6.803, 0.401, 0.545)  0.32
H (-5.716, -0.465, 1.648)  0.33
H (-3.034, 1.473, -1.335)  0.45
H (-0.632, 0.875, -1.249)  0.46
H (2.086, 3.115, 2.246)  0.49
H (2.634, 1.585, 2.975)  0.46
H (3.928, 1.959, -0.895)  0.28
H (0.118, 2.672, -3.380)  0.44
H (-0.716, 4.603, -1.751)  0.49
H (5.061, -2.593, -1.656)  0.33
H (5.461, -3.708, -0.335)  0.39
H (4.819, -2.129, 1.334)  0.23
H (5.168, -0.950, 0.076)  0.25
H (-1.511, -2.154, 1.626)  0.47
H (-3.879, -1.587, 1.533)  0.36